{
  "formula": "C23H25CdN8OS",
  "method": "ωB97M-V/def2-TZVPD",
  "de_lowest_kcal_mol": 21.2,
  "total_charge": 1,
  "symbols": ["Cd", "N", "C", "S", "N", "N", "C", "C", "C", "C", "C", "C", "N", "H", "H", "H", "H", "H", "H", "H", "C", "C", "N", "C", "C", "C", "O", "C", "C", "C", "C", "N", "C", "H", "H", "H", "H", "H", "H", "H", "H", "H", "H", "H", "H", "H", "H", "N", "C", "C", "C", "C", "N", "C", "C", "H", "H", "H", "H"],
  "xyz": [[2.480, -0.210, 0.082], [4.740, 2.826, 2.303], [4.245, 1.841, 1.587], [2.635, 2.038, 0.907], [5.071, 0.843, 1.443], [4.682, -0.112, 0.578], [5.394, -1.186, 0.492], [4.903, -2.254, -0.317], [5.721, -3.334, -0.665], [5.197, -4.275, -1.498], [3.880, -4.129, -1.920], [3.109, -3.062, -1.532], [3.618, -2.132, -0.741], [4.189, 3.663, 2.409], [5.731, 2.810, 2.508], [6.329, -1.279, 1.096], [6.672, -3.428, -0.209], [5.743, -5.133, -1.784], [3.451, -4.874, -2.645], [2.081, -2.966, -1.890], [-3.113, 3.686, 2.177], [-3.952, 3.092, 1.044], [-4.032, 1.613, 1.074], [-4.952, 0.867, 2.013], [-4.210, 0.218, 3.211], [-3.182, 0.773, 0.356], [-3.352, -0.432, 0.278], [-2.122, 1.483, -0.506], [-2.318, 1.548, -1.877], [-1.331, 1.963, -2.724], [-0.164, 2.278, -2.106], [0.173, 1.977, -0.836], [-0.852, 1.663, -0.053], [-3.573, 4.658, 2.396], [-2.041, 3.914, 1.858], [-2.971, 3.057, 3.074], [-3.576, 3.321, 0.040], [-5.011, 3.461, 1.072], [-5.372, 0.109, 1.355], [-5.746, 1.559, 2.238], [-4.832, -0.290, 3.912], [-3.548, 0.943, 3.695], [-3.598, -0.608, 2.858], [-3.292, 1.275, -2.270], [-1.568, 2.249, -3.748], [0.737, 2.608, -2.646], [-0.554, 1.519, 0.998], [-3.847, -3.161, -2.799], [-2.896, -2.825, -2.229], [-1.681, -2.315, -1.694], [-1.166, -2.850, -0.520], [0.003, -2.288, -0.088], [0.697, -1.344, -0.716], [0.164, -0.807, -1.830], [-1.032, -1.207, -2.334], [-1.650, -3.676, -0.041], [0.522, -2.713, 0.779], [0.800, -0.191, -2.429], [-1.436, -0.775, -3.186]]
}

***

{
  "formula": "C23H25ClN4O3S",
  "method": "ωB97M-V/def2-TZVPD",
  "smiles": "CCOC(=O)c1[nH]c2ccc(OC)cc2c1NC(=S)N1CCN(c2cccc(Cl)c2)CC1",
  "de_lowest_kcal_mol": 0.0,
  "symbols": ["C", "C", "H", "H", "O", "C", "O", "C", "C", "N", "C", "N", "C", "C", "N", "C", "C", "C", "C", "C", "C", "H", "H", "H", "Cl", "H", "C", "H", "C", "H", "H", "H", "H", "H", "H", "H", "S", "H", "C", "C", "C", "C", "C", "C", "N", "H", "H", "H", "O", "C", "H", "H", "H", "H", "H", "H", "H"],
  "xyz": [[3.360, -4.398, -4.362], [2.682, -3.059, -4.614], [3.402, -2.307, -4.943], [1.889, -3.171, -5.360], [2.116, -2.527, -3.415], [0.888, -2.966, -3.080], [0.237, -3.745, -3.741], [0.422, -2.382, -1.835], [1.003, -1.451, -0.987], [2.231, -0.837, -1.160], [2.570, 0.394, -0.668], [1.627, 1.363, -0.679], [1.878, 2.591, 0.051], [0.606, 3.447, 0.033], [-0.568, 2.622, 0.136], [-1.405, 2.591, 1.221], [-1.015, 3.096, 2.468], [-1.902, 3.095, 3.524], [-3.187, 2.593, 3.405], [-3.563, 2.065, 2.182], [-2.698, 2.061, 1.107], [-3.040, 1.662, 0.166], [-4.557, 1.659, 2.061], [-3.865, 2.612, 4.243], [-1.380, 3.727, 5.049], [-0.018, 3.470, 2.632], [-0.771, 1.748, -0.996], [-1.449, 2.197, -1.737], [0.578, 1.455, -1.669], [0.515, 0.530, -2.238], [0.833, 2.262, -2.370], [-1.209, 0.811, -0.643], [0.551, 4.010, -0.908], [0.635, 4.175, 0.841], [2.153, 2.323, 1.075], [2.721, 3.141, -0.387], [4.101, 0.663, -0.108], [2.999, -1.420, -1.465], [0.115, -1.286, 0.119], [0.194, -0.575, 1.316], [-0.835, -0.691, 2.235], [-1.957, -1.490, 1.949], [-2.047, -2.210, 0.779], [-1.000, -2.128, -0.132], [-0.795, -2.767, -1.314], [-1.378, -3.465, -1.746], [-2.903, -2.836, 0.582], [-2.763, -1.557, 2.661], [-0.666, -0.001, 3.397], [-1.573, -0.210, 4.452], [-1.204, 0.396, 5.277], [-1.597, -1.262, 4.756], [-2.582, 0.122, 4.190], [1.048, 0.033, 1.561], [3.830, -4.745, -5.278], [4.119, -4.298, -3.590], [2.624, -5.132, -4.043]]
}

***

{
  "formula": "C23H25ClN4O3S2",
  "method": "ωB97M-V/def2-TZVPD",
  "smiles": "Cc1ccc(Cl)cc1N1CCN(C(=O)c2ccc(NC3=N[C@H]4CS(=O)(=O)C[C@H]4S3)cc2)CC1",
  "de_lowest_kcal_mol": 19.8,
  "symbols": ["C", "C", "C", "C", "C", "C", "C", "N", "C", "H", "C", "N", "C", "O", "C", "C", "C", "C", "C", "C", "H", "H", "N", "C", "N", "C", "C", "H", "H", "S", "O", "O", "C", "C", "H", "S", "H", "H", "H", "H", "H", "H", "C", "C", "H", "H", "H", "H", "H", "H", "H", "H", "Cl", "H", "H", "H", "H", "H"],
  "xyz": [[5.534, 1.854, -1.870], [6.115, 0.578, -1.339], [7.271, 0.064, -1.907], [7.890, -1.071, -1.414], [7.334, -1.699, -0.314], [6.174, -1.223, 0.267], [5.544, -0.089, -0.243], [4.388, 0.439, 0.353], [3.152, 0.331, -0.398], [2.706, -0.671, -0.273], [2.153, 1.377, 0.112], [1.943, 1.196, 1.528], [0.810, 0.722, 2.109], [0.790, 0.328, 3.261], [-0.434, 0.762, 1.282], [-1.211, -0.384, 1.163], [-2.404, -0.365, 0.468], [-2.855, 0.822, -0.100], [-2.092, 1.982, 0.039], [-0.894, 1.951, 0.724], [-0.321, 2.859, 0.842], [-2.447, 2.911, -0.384], [-4.043, 0.909, -0.820], [-4.986, -0.032, -0.983], [-4.964, -1.232, -0.598], [-6.138, -1.999, -0.846], [-6.717, -2.441, 0.491], [-7.344, -3.324, 0.427], [-5.941, -2.560, 1.238], [-7.809, -1.051, 0.910], [-7.043, 0.121, 1.216], [-8.835, -1.445, 1.832], [-8.458, -0.948, -0.790], [-7.211, -1.139, -1.625], [-7.440, -1.586, -2.595], [-6.418, 0.467, -1.942], [-9.173, -1.760, -0.896], [-8.943, 0.009, -0.959], [-5.856, -2.873, -1.449], [-4.279, 1.829, -1.167], [-3.004, -1.254, 0.368], [-0.868, -1.299, 1.623], [3.176, 1.214, 2.287], [4.150, 0.160, 1.755], [3.710, -0.838, 1.915], [5.093, 0.228, 2.299], [3.629, 2.207, 2.195], [2.928, 1.015, 3.331], [2.562, 2.380, -0.058], [1.210, 1.277, -0.425], [3.346, 0.487, -1.457], [5.758, -1.745, 1.113], [8.091, -3.111, 0.343], [8.792, -1.451, -1.865], [7.711, 0.576, -2.751], [4.852, 1.664, -2.700], [4.990, 2.373, -1.086], [6.328, 2.499, -2.239]]
}

***

{
  "formula": "C23H25F2",
  "method": "ωB97M-V/def2-TZVPD",
  "de_lowest_kcal_mol": 24.4,
  "total_charge": 1,
  "symbols": ["C", "C", "C", "C", "C", "C", "C", "C", "C", "C", "H", "H", "H", "H", "H", "H", "H", "H", "H", "H", "H", "H", "H", "H", "H", "H", "F", "C", "C", "C", "C", "C", "C", "C", "C", "C", "C", "C", "F", "C", "C", "H", "H", "H", "H", "H", "H", "H", "H", "H"],
  "xyz": [[-0.537, 3.239, -0.137], [-0.570, 1.719, 0.010], [0.646, 1.108, -0.633], [-0.940, 1.281, 1.468], [-2.419, 1.469, 1.079], [-2.000, 1.146, -0.378], [-1.911, -0.347, -0.480], [-2.468, -1.081, -1.642], [-1.294, -0.973, 0.554], [-0.683, -0.219, 1.684], [-1.402, 3.745, 0.310], [0.371, 3.660, 0.321], [-0.509, 3.514, -1.202], [0.670, 0.019, -0.562], [0.671, 1.385, -1.695], [1.557, 1.507, -0.167], [-0.553, 1.945, 2.246], [-3.125, 0.776, 1.551], [-2.759, 2.497, 1.205], [-2.510, 1.676, -1.186], [-2.959, -0.404, -2.353], [-1.680, -1.632, -2.182], [-3.200, -1.833, -1.316], [-1.212, -2.065, 0.573], [0.393, -0.431, 1.786], [-1.144, -0.534, 2.636], [-3.618, -5.941, -1.358], [-4.284, -4.847, -0.851], [-5.249, -4.235, -1.642], [-5.909, -3.119, -1.105], [-5.584, -2.643, 0.153], [-4.579, -3.262, 0.963], [-4.292, -2.673, 2.223], [-3.398, -3.094, 3.242], [-3.423, -2.383, 4.485], [-2.599, -2.725, 5.542], [-1.706, -3.805, 5.436], [-1.678, -4.493, 4.230], [-0.811, -5.555, 4.102], [-2.463, -4.165, 3.137], [-3.956, -4.426, 0.427], [-5.486, -4.626, -2.626], [-6.691, -2.626, -1.684], [-6.101, -1.779, 0.572], [-4.901, -1.798, 2.473], [-4.124, -1.552, 4.570], [-2.643, -2.154, 6.470], [-1.055, -4.094, 6.255], [-2.340, -4.726, 2.222], [-3.236, -4.999, 0.993]]
}

***

{
  "formula": "C23H25F3IrN3O4",
  "method": "ωB97M-V/def2-TZVPD",
  "de_lowest_kcal_mol": 8.8,
  "symbols": ["Ir", "C", "N", "C", "C", "C", "N", "C", "C", "C", "C", "C", "C", "C", "O", "C", "C", "C", "N", "C", "C", "C", "C", "C", "C", "C", "O", "H", "H", "H", "H", "H", "H", "H", "H", "H", "H", "H", "H", "H", "H", "H", "H", "H", "H", "H", "H", "H", "H", "H", "H", "H", "F", "C", "F", "F", "C", "O", "O"],
  "xyz": [[-0.654, -0.374, -0.092], [2.642, 1.587, 1.497], [2.169, 1.441, 0.134], [1.806, 2.697, -0.480], [0.557, 3.311, 0.128], [-0.786, 2.788, -0.405], [-0.863, 1.466, -1.067], [-1.551, 1.467, -2.163], [-1.961, 0.393, -3.019], [-2.740, 0.749, -4.142], [-3.159, -0.180, -5.055], [-2.788, -1.522, -4.864], [-2.032, -1.902, -3.786], [-1.606, -0.962, -2.822], [-0.875, -1.376, -1.831], [3.116, 0.736, -0.705], [2.385, -0.079, -1.767], [1.950, -1.420, -1.220], [1.085, -1.366, -0.028], [1.440, -2.072, 0.984], [0.644, -2.437, 2.110], [1.243, -2.970, 3.263], [0.478, -3.457, 4.292], [-0.919, -3.455, 4.152], [-1.526, -2.968, 3.020], [-0.756, -2.424, 1.973], [-1.349, -1.966, 0.900], [3.555, 2.203, 1.569], [2.858, 0.600, 1.909], [1.876, 2.026, 2.132], [1.626, 2.521, -1.544], [2.646, 3.413, -0.420], [0.572, 4.382, -0.087], [0.585, 3.224, 1.212], [-1.164, 3.521, -1.120], [-1.509, 2.762, 0.410], [-1.899, 2.440, -2.515], [-3.008, 1.792, -4.272], [-3.761, 0.112, -5.904], [-3.110, -2.273, -5.575], [-1.753, -2.935, -3.625], [3.707, 0.061, -0.078], [3.837, 1.426, -1.175], [3.046, -0.279, -2.614], [1.525, 0.470, -2.155], [2.849, -1.982, -0.952], [1.399, -1.991, -1.967], [2.441, -2.499, 0.943], [2.326, -2.990, 3.329], [0.942, -3.848, 5.186], [-1.535, -3.845, 4.953], [-2.603, -2.965, 2.908], [-2.926, 1.777, 3.867], [-1.678, 1.527, 3.483], [-1.012, 2.701, 3.462], [-1.103, 0.751, 4.407], [-1.616, 0.880, 2.083], [-2.619, 0.799, 1.386], [-0.441, 0.516, 1.753]]
}

***

{
  "formula": "C23H25F9KN7O2",
  "method": "ωB97M-V/def2-TZVPD",
  "de_lowest_kcal_mol": 14.9,
  "symbols": ["K", "C", "N", "C", "N", "C", "N", "C", "N", "C", "C", "H", "H", "H", "H", "H", "H", "H", "H", "H", "H", "H", "H", "C", "C", "C", "C", "C", "N", "C", "O", "N", "C", "C", "C", "C", "N", "C", "C", "C", "H", "H", "H", "H", "H", "H", "H", "H", "H", "H", "H", "H", "H", "F", "C", "F", "F", "C", "O", "C", "F", "F", "F", "C", "F", "F", "F"],
  "xyz": [[-0.014, -0.135, 0.763], [3.232, 1.252, -0.826], [2.708, 0.162, 0.019], [3.251, -1.110, -0.502], [4.714, -1.131, -0.520], [5.171, -0.011, -1.352], [4.694, 1.289, -0.857], [5.175, 1.452, 0.524], [4.716, 0.372, 1.403], [3.249, 0.349, 1.396], [5.193, -0.902, 0.854], [2.858, 2.203, -0.443], [2.861, 1.115, -1.843], [2.883, -1.258, -1.518], [2.890, -1.926, 0.126], [4.814, -0.156, -2.372], [6.262, -0.003, -1.365], [4.815, 2.405, 0.914], [6.265, 1.469, 0.515], [2.865, 1.284, 1.804], [2.892, -0.458, 2.028], [4.842, -1.714, 1.492], [6.284, -0.907, 0.851], [-2.123, -5.801, -3.427], [-2.436, -5.365, -2.016], [-1.524, -5.534, -0.980], [-1.809, -5.115, 0.311], [-3.030, -4.519, 0.605], [-3.262, -4.132, 1.948], [-4.341, -3.504, 2.520], [-4.694, -3.734, 3.657], [-5.074, -2.647, 1.698], [-4.574, -1.639, 0.854], [-5.462, -0.768, 0.237], [-4.976, 0.238, -0.578], [-3.608, 0.358, -0.753], [-2.741, -0.467, -0.160], [-3.218, -1.445, 0.614], [-3.958, -4.347, -0.416], [-3.652, -4.768, -1.703], [-1.189, -6.362, -3.468], [-2.024, -4.942, -4.093], [-2.914, -6.436, -3.831], [-0.565, -5.999, -1.182], [-1.076, -5.251, 1.099], [-2.708, -4.605, 2.645], [-5.956, -2.436, 2.138], [-6.530, -0.883, 0.395], [-5.652, 0.925, -1.072], [-3.194, 1.139, -1.381], [-2.488, -2.092, 1.086], [-4.925, -3.904, -0.212], [-4.394, -4.630, -2.484], [-1.303, -0.061, 5.058], [-1.153, -1.078, 4.213], [-1.960, -0.844, 3.153], [-1.617, -2.176, 4.818], [0.326, -1.152, 3.664], [0.567, -0.134, 2.854], [1.322, -1.198, 4.880], [1.275, -0.050, 5.551], [1.049, -2.199, 5.735], [2.589, -1.353, 4.467], [0.469, -2.506, 2.858], [0.069, -3.623, 3.466], [-0.275, -2.397, 1.704], [1.725, -2.710, 2.437]]
}

***

{
  "formula": "C23H25FN3O2Ta",
  "method": "ωB97M-V/def2-TZVPD",
  "de_lowest_kcal_mol": 1.5,
  "total_charge": 2,
  "symbols": ["Ta", "O", "C", "N", "C", "C", "C", "C", "C", "C", "N", "C", "C", "C", "C", "C", "N", "H", "H", "H", "H", "H", "H", "H", "H", "H", "H", "C", "C", "C", "C", "O", "H", "H", "H", "H", "H", "H", "H", "H", "H", "F", "C", "C", "C", "C", "C", "C", "C", "H", "H", "H", "H", "H", "H"],
  "xyz": [[0.344, -0.393, -0.103], [-0.623, -0.320, 3.952], [-0.644, -0.377, 2.754], [0.470, -0.544, 1.935], [1.728, -0.594, 2.670], [2.839, -0.385, 1.700], [4.170, -0.321, 2.082], [5.137, -0.106, 1.121], [4.757, 0.033, -0.212], [3.426, -0.052, -0.530], [2.475, -0.247, 0.412], [-1.899, -0.154, 1.965], [-3.115, 0.022, 2.581], [-4.215, 0.348, 1.794], [-4.040, 0.509, 0.430], [-2.786, 0.307, -0.118], [-1.730, -0.039, 0.632], [1.842, -1.549, 3.190], [1.744, 0.177, 3.444], [4.429, -0.434, 3.126], [6.181, -0.047, 1.401], [5.487, 0.196, -0.992], [3.081, 0.036, -1.552], [-3.172, -0.075, 3.656], [-5.188, 0.491, 2.244], [-4.863, 0.790, -0.212], [-2.609, 0.435, -1.176], [1.380, 3.179, -0.686], [0.423, 2.470, -1.627], [0.914, 2.474, -3.061], [-0.991, 3.003, -1.504], [0.390, 1.051, -1.204], [1.444, 4.231, -0.959], [2.382, 2.753, -0.752], [1.032, 3.118, 0.347], [0.961, 3.500, -3.422], [0.240, 1.914, -3.709], [1.913, 2.042, -3.135], [-1.004, 4.050, -1.804], [-1.349, 2.943, -0.474], [-1.674, 2.460, -2.159], [-4.457, -3.108, -0.264], [-3.174, -2.901, -0.505], [-2.812, -2.320, -1.714], [-1.476, -2.071, -1.949], [-0.494, -2.435, -1.002], [0.944, -2.125, -1.213], [-0.913, -3.042, 0.207], [-2.249, -3.277, 0.460], [-3.577, -2.086, -2.442], [-1.163, -1.641, -2.894], [1.192, -1.929, -2.255], [1.643, -2.825, -0.765], [-0.167, -3.371, 0.922], [-2.586, -3.765, 1.365]]
}

***

{
  "formula": "C23H25FN4O3S",
  "method": "ωB97M-V/def2-TZVPD",
  "smiles": "COc1ccc(NC(=O)CN2CCN(c3nc(-c4ccc(F)cc4)cs3)CC2)c(OC)c1",
  "de_lowest_kcal_mol": 58.1,
  "symbols": ["C", "H", "O", "C", "C", "C", "C", "C", "C", "H", "O", "C", "H", "H", "H", "N", "C", "O", "C", "N", "C", "H", "C", "N", "C", "N", "C", "C", "S", "H", "C", "C", "C", "C", "C", "C", "H", "H", "F", "H", "H", "C", "H", "C", "H", "H", "H", "H", "H", "H", "H", "H", "H", "H", "H", "H", "H"],
  "xyz": [[0.174, 6.629, 1.230], [-0.675, 6.740, 0.548], [0.371, 5.285, 1.597], [0.660, 4.383, 0.617], [0.775, 4.676, -0.733], [1.081, 3.668, -1.635], [1.273, 2.369, -1.205], [1.147, 2.066, 0.165], [0.845, 3.070, 1.061], [0.736, 2.882, 2.116], [1.342, 0.748, 0.499], [1.197, 0.375, 1.848], [1.911, 0.901, 2.487], [0.179, 0.558, 2.205], [1.400, -0.694, 1.884], [1.594, 1.303, -2.057], [1.403, 1.203, -3.394], [1.037, 2.110, -4.111], [1.707, -0.192, -3.962], [1.268, -1.347, -3.208], [2.181, -1.926, -2.247], [2.215, -1.392, -1.279], [1.709, -3.358, -1.959], [0.361, -3.323, -1.440], [0.141, -3.148, -0.121], [-0.968, -2.754, 0.398], [-0.950, -2.776, 1.766], [0.230, -3.195, 2.308], [1.379, -3.586, 1.078], [0.512, -3.295, 3.335], [-2.139, -2.352, 2.493], [-2.242, -2.478, 3.878], [-3.384, -2.069, 4.539], [-4.426, -1.533, 3.805], [-4.355, -1.395, 2.430], [-3.209, -1.807, 1.781], [-3.122, -1.716, 0.710], [-5.188, -0.974, 1.889], [-5.544, -1.134, 4.450], [-3.476, -2.165, 5.610], [-1.430, -2.904, 4.446], [-0.561, -2.701, -2.371], [-0.576, -3.310, -3.278], [-0.089, -1.282, -2.703], [-0.176, -0.669, -1.790], [-0.727, -0.848, -3.474], [-1.551, -2.683, -1.917], [1.694, -3.930, -2.890], [2.371, -3.850, -1.245], [3.186, -1.945, -2.671], [2.786, -0.266, -4.121], [1.226, -0.226, -4.947], [1.870, 0.476, -1.549], [1.163, 3.888, -2.686], [0.632, 5.677, -1.104], [1.070, 7.054, 0.767], [-0.038, 7.159, 2.158]]
}